# 1
Density functional theory data (wB97M-V/def2-TZVPD) for 10 unconnected molecules or ions with the total composition C69H151N7O13 in a non-equilibrium geometry.

## Properties
SMILES string: CC1(C)CCCC(C)(C)N1O.CC1(C)CCCC(C)(C)N1O.CC1(C)CCCC(C)(C)N1O.CC1(C)CCCC(C)(C)N1O.CC1(C)CCCC(C)(C)N1O.CC1(C)CCCC(C)(C)N1O.CC1(C)CCCC(C)(C)N1O.OCCO.OCCO.OCCO
Gap between HOMO and LUMO, eV: 7.799
Relative energy (zero: lowest compared OMol25 entry of this formula, charge and spin), kJ/mol: 1067.2

```
! RIJCOSX wB97M-V def2-TZVPD def2/J DEFGRID3
* xyz 0 1
C -6.51751 8.70113 1.38936
C -7.36399 7.44402 1.57750
C -8.84791 7.90845 1.44237
C -6.99202 6.48925 0.40826
C -5.60506 5.79267 0.54943
C -5.45052 5.19791 1.95298
C -5.78100 6.08805 3.17805
C -5.93173 5.20654 4.47625
C -4.49049 6.89327 3.20460
N -7.07258 6.85233 2.90465
O -7.48070 7.68015 3.94372
H -6.76582 9.53312 2.04833
H -5.43182 8.67145 1.48152
H -6.76119 9.21795 0.46112
H -8.89967 8.67433 0.66852
H -9.31574 6.95621 1.19242
H -9.18596 8.33720 2.38577
H -7.79000 5.75121 0.48962
H -7.05661 6.99674 -0.55423
H -5.43253 5.04912 -0.22869
H -4.72362 6.43129 0.49182
H -4.63737 4.48283 2.07766
H -6.29580 4.51533 2.04072
H -6.33149 5.85463 5.25617
H -5.01856 4.62184 4.58736
H -6.64422 4.39187 4.34679
H -3.79931 6.11761 3.53435
H -4.60516 7.68620 3.94365
H -4.02498 7.20030 2.26804
H -8.31940 7.27974 4.18427
C -8.36577 0.53490 -5.55679
C -6.96223 -0.11901 -5.89176
C -6.14706 0.91237 -6.81792
C -6.06391 -0.31584 -4.74779
C -6.36141 -1.53685 -3.81748
C -6.44546 -2.86475 -4.64582
C -7.29543 -2.74432 -5.97306
C -6.69490 -3.79441 -6.95962
C -8.79032 -3.23360 -5.67823
N -7.17378 -1.36550 -6.58572
O -7.88200 -1.29910 -7.75346
H -9.09635 0.50991 -6.36532
H -8.78742 -0.02605 -4.72273
H -8.30577 1.60977 -5.38601
H -5.35017 0.32589 -7.27520
H -6.70047 1.55520 -7.50247
H -5.60109 1.64870 -6.22815
H -5.08681 -0.50681 -5.19155
H -5.84676 0.54855 -4.12028
H -5.44844 -1.74920 -3.26118
H -7.22619 -1.41310 -3.16560
H -6.88523 -3.54838 -3.91964
H -5.40733 -3.17677 -4.76004
H -5.70845 -3.41088 -7.22025
H -7.11528 -3.72980 -7.96322
H -6.59974 -4.81273 -6.58271
H -9.48257 -3.06212 -6.50253
H -9.06216 -2.64656 -4.80097
H -8.86198 -4.25656 -5.30877
H -7.23415 -1.14457 -8.44485
C 3.67359 3.86365 7.78988
C 2.51334 4.71745 8.49615
C 1.19301 3.99830 8.25255
C 2.85926 4.95606 10.00675
C 2.06413 6.00653 10.75297
C 2.27697 7.34224 9.98619
C 1.98394 7.19818 8.48654
C 0.51275 7.26084 8.25606
C 2.79245 8.43163 7.80450
N 2.54200 6.02930 7.87120
O 2.55695 6.09957 6.51621
H 4.60226 4.37622 8.04079
H 3.70470 2.92752 8.34737
H 3.54291 3.65930 6.72721
H 0.76093 4.09875 7.25690
H 1.37596 2.92391 8.23466
H 0.46790 4.18768 9.04403
H 2.68193 4.00319 10.50544
H 3.91395 5.21662 9.91825
H 1.02617 5.72174 10.58084
H 2.43895 6.02374 11.77635
H 3.34222 7.56045 10.06177
H 1.66498 8.09448 10.48389
H -0.04288 6.49949 8.80352
H 0.29422 7.29720 7.18881
H 0.07474 8.23189 8.48696
H 2.37398 8.63208 6.81820
H 3.83600 8.12783 7.88694
H 2.57725 9.35634 8.33995
H 3.50072 6.01234 6.36359
C 8.32494 6.39863 -1.02675
C 8.82691 5.74848 0.30218
C 8.55928 4.31473 0.12823
C 10.37170 6.01322 0.14877
C 11.19407 5.98805 1.49248
C 10.38363 6.88739 2.54831
C 8.96107 6.34072 2.77750
C 8.97635 4.92425 3.32151
C 8.33975 7.35406 3.79018
N 8.18034 6.43129 1.47834
O 6.76616 6.46808 1.44479
H 7.24133 6.42959 -0.91302
H 8.61657 7.42598 -1.24492
H 8.48367 5.89402 -1.97978
H 7.50183 4.05096 0.14598
H 9.00233 3.84144 -0.74802
H 8.88706 3.65013 0.92757
H 10.85132 5.24475 -0.45747
H 10.55494 7.00865 -0.25575
H 11.44969 5.00681 1.89240
H 12.11092 6.48156 1.17010
H 10.35628 7.85627 2.04969
H 10.90918 6.80945 3.50005
H 9.27652 5.02053 4.36493
H 9.57547 4.15186 2.83926
H 7.92389 4.70846 3.13748
H 8.92842 7.60811 4.67167
H 7.38495 6.92865 4.09918
H 8.07005 8.29114 3.30310
H 6.56130 7.39838 1.56384
C 0.62151 -0.05319 -2.91238
C 1.44799 0.39533 -1.68674
C 2.88037 0.61133 -2.17243
C 0.89616 1.71952 -1.31834
C 1.44963 2.52098 -0.16482
C 1.26865 1.63902 1.11970
C 1.73642 0.16684 0.89838
C 3.23535 0.09043 1.03716
C 0.87419 -0.56096 2.06041
N 1.24365 -0.37559 -0.45391
O 1.39447 -1.81819 -0.54545
H -0.32083 -0.54810 -2.67750
H 0.21927 0.87897 -3.30911
H 1.16979 -0.56986 -3.70011
H 3.39830 -0.32598 -2.37568
H 3.09969 1.26367 -3.01768
H 3.41721 1.16184 -1.39987
H 0.69970 2.41299 -2.13601
H -0.12828 1.46458 -1.04700
H 2.48017 2.85881 -0.27424
H 0.94213 3.48101 -0.07055
H 0.24187 1.82369 1.43545
H 1.81488 2.18231 1.89078
H 3.87296 0.97406 1.00968
H 3.71999 -0.62170 0.36925
H 3.37608 -0.34213 2.02770
H 1.19175 -1.60266 2.10628
H -0.19544 -0.44188 1.88778
H 0.98075 -0.09355 3.03934
H 0.52418 -2.15832 -0.32521
C 1.70398 -10.03402 -5.68308
C 0.76385 -9.47143 -4.44570
C -0.00075 -8.24932 -4.89188
C -0.34613 -10.51856 -4.09288
C 0.08756 -11.64504 -3.15905
C 0.93301 -11.17437 -1.96339
C 2.11818 -10.22622 -2.28819
C 2.19904 -9.45425 -0.97901
C 3.34989 -10.96613 -2.82145
N 1.58037 -9.18039 -3.22001
O 2.38215 -8.03332 -3.20987
H 1.85698 -11.11253 -5.72169
H 1.40626 -9.69088 -6.67390
H 2.68276 -9.55434 -5.68187
H -0.89922 -8.11186 -4.29024
H 0.46240 -7.26386 -4.84232
H -0.18679 -8.28195 -5.96539
H -1.26492 -10.09933 -3.68280
H -0.55307 -11.05251 -5.02035
H -0.71993 -12.30170 -2.83519
H 0.79147 -12.31231 -3.65638
H 1.49008 -12.01316 -1.54601
H 0.39725 -10.96704 -1.03707
H 1.33009 -8.82859 -0.77509
H 3.04792 -8.79056 -1.14342
H 2.44249 -10.14914 -0.17530
H 4.20483 -10.30481 -2.96226
H 3.07577 -11.40056 -3.78283
H 3.64869 -11.83812 -2.23966
H 1.74254 -7.33481 -3.05301
C -6.83474 -6.78534 3.00679
C -5.96110 -6.17058 4.16792
C -4.45285 -6.60220 3.86922
C -6.06248 -4.63120 4.07954
C -5.45883 -3.98134 5.33320
C -6.34466 -4.43801 6.52213
C -6.32368 -6.06668 6.67758
C -4.86754 -6.55098 7.16680
C -7.44299 -6.43207 7.72384
N -6.70270 -6.64958 5.35816
O -6.94877 -8.03985 5.39475
H -6.76229 -7.84569 2.76492
H -7.88165 -6.52830 3.16805
H -6.52698 -6.29290 2.08435
H -3.90453 -6.02376 3.12566
H -3.78817 -6.53264 4.73030
H -4.56413 -7.63895 3.55166
H -5.59819 -4.29872 3.15110
H -7.10277 -4.36017 3.89942
H -4.42644 -4.25500 5.55084
H -5.34308 -2.90323 5.22186
H -7.35445 -4.06116 6.35957
H -5.98327 -3.91518 7.40765
H -4.85374 -6.48468 8.25470
H -4.10844 -5.84194 6.83647
H -4.50548 -7.54612 6.90849
H -7.43781 -7.49485 7.96592
H -8.49413 -6.23811 7.51035
H -7.03429 -6.02985 8.65082
H -7.90743 -8.03648 5.44534
O 6.33209 3.79630 -9.72206
C 5.77398 2.88470 -8.79558
C 4.30641 3.08808 -8.98124
O 3.87960 2.73678 -10.23532
H 5.76863 3.74021 -10.49728
H 6.08103 1.88021 -9.08684
H 6.05640 3.17285 -7.78301
H 4.08009 4.09742 -8.63756
H 3.71721 2.39677 -8.37872
H 4.11439 1.80668 -10.27264
O 9.06212 -5.00255 -4.01850
C 7.90245 -4.32740 -4.28023
C 7.82310 -3.57520 -5.58593
O 8.70171 -4.10866 -6.60718
H 9.73453 -4.62249 -4.58861
H 7.24652 -5.19792 -4.28729
H 7.62062 -3.70360 -3.43197
H 8.25329 -2.58221 -5.45551
H 6.78157 -3.51789 -5.90220
H 8.85139 -3.41628 -7.25510
O 2.51810 -5.39012 -11.40396
C 3.12877 -5.08756 -10.10812
C 2.86883 -3.61751 -9.85410
O 1.51121 -3.57553 -9.67795
H 1.97282 -6.16414 -11.24535
H 2.76939 -5.73454 -9.30789
H 4.19563 -5.24756 -10.26404
H 3.22624 -2.88045 -10.57321
H 3.25290 -3.26040 -8.89856
H 1.05240 -4.12539 -10.31728
*
```

Results of the Mulliken charge analysis, in e, for atoms 1 through 4: atom 1 (C): -1.768, atom 2 (C): 1.323, atom 3 (C): -1.649, atom 4 (C): -1.132

---

# 2
Density functional theory data (wB97M-V/def2-TZVPD) for 17 unconnected molecules or ions with the total composition C69H155NO30 in a non-equilibrium geometry.

## Properties
Gap between HOMO and LUMO, eV: 9.499

```
! RIJCOSX wB97M-V def2-TZVPD def2/J DEFGRID3
* xyz 0 1
C -1.95691 -2.55033 3.98591
N -2.08937 -1.90071 5.28989
O -1.49472 -2.48209 6.17694
O -2.83312 -0.99718 5.41327
H -1.64416 -1.83414 3.22605
H -2.94209 -2.86648 3.64302
H -1.12583 -3.25494 3.95558
C 4.55063 0.40097 -0.71403
O 5.50550 -0.34612 -1.45800
C 5.10081 -1.60681 -1.82807
C 4.13070 -1.66817 -3.01952
O 2.75976 -1.74366 -2.59086
C 2.01137 -1.61396 -3.74983
H 3.52307 0.34015 -1.07251
H 4.84581 1.44863 -0.65580
H 4.43113 0.15449 0.34099
H 4.75877 -2.16012 -0.95346
H 6.06173 -2.05894 -2.07366
H 4.33816 -2.44590 -3.75450
H 4.36164 -0.83832 -3.68742
H 0.93415 -1.52083 -3.61180
H 2.09334 -2.60302 -4.20053
H 2.27128 -0.85811 -4.49093
C -7.53178 4.23085 -1.00881
O -6.92345 3.61060 0.10195
C -7.06809 4.23833 1.29992
C -6.26965 5.50775 1.42644
O -6.15124 5.87697 2.78608
C -5.26924 7.00799 3.07585
H -8.53250 4.54688 -0.71419
H -7.75094 3.38351 -1.65850
H -6.98621 4.93002 -1.64254
H -6.71320 3.52478 2.04356
H -8.13879 4.35868 1.46485
H -6.91386 6.16915 0.84708
H -5.28048 5.37137 0.98938
H -4.38978 6.94766 2.43474
H -5.10220 7.10109 4.14895
H -5.70369 7.97012 2.80445
C 7.34120 2.37700 2.19768
O 6.78116 2.20602 3.56337
C 5.50462 2.75307 3.78461
C 4.39831 1.91666 3.12584
O 3.20569 2.55865 3.54104
C 2.09075 1.78032 3.08717
H 6.57611 2.18566 1.44527
H 8.20860 1.73530 2.04294
H 7.76293 3.37808 2.10776
H 5.53743 3.73874 3.32043
H 5.29674 2.84219 4.85089
H 4.55090 0.90295 3.49628
H 4.50264 2.11808 2.05971
H 1.80797 0.93607 3.71596
H 2.18211 1.37627 2.07896
H 1.17102 2.36528 3.08248
C 2.20176 5.30263 4.99494
O 1.79877 6.23270 4.01133
C 2.41974 5.99372 2.77616
C 1.96082 6.97070 1.62679
O 0.75999 6.50912 1.05459
C 0.36731 7.29017 -0.06217
H 1.66444 5.62530 5.88671
H 3.25793 5.36372 5.25741
H 1.95464 4.26015 4.79431
H 2.14886 4.97191 2.51040
H 3.50797 5.93475 2.75658
H 2.70956 7.16805 0.85963
H 1.79032 7.86144 2.23144
H -0.72004 7.24429 -0.00172
H 0.57725 6.92989 -1.06925
H 0.62636 8.34259 0.05369
C -2.64564 -4.45423 -4.82540
O -3.75117 -5.29342 -4.95153
C -4.87339 -5.05808 -4.11278
C -5.93015 -5.96806 -4.74789
O -6.46089 -5.79331 -6.07905
C -5.58407 -5.80223 -7.19795
H -1.80557 -5.02574 -4.43074
H -2.70597 -3.78943 -3.96371
H -2.47366 -3.94894 -5.77577
H -5.14042 -4.00282 -4.05588
H -4.58399 -5.31212 -3.09307
H -6.78768 -6.04264 -4.07917
H -5.47107 -6.94686 -4.60897
H -4.87920 -4.98125 -7.06656
H -6.30545 -5.74599 -8.01314
H -5.01936 -6.72982 -7.29159
C -3.88799 1.12996 2.17136
O -2.92155 2.13061 2.20782
C -3.41922 3.46428 2.01970
C -2.59866 4.47953 2.81404
O -2.66457 4.24061 4.16893
C -1.83808 5.20443 4.86213
H -3.59530 0.08883 2.30733
H -4.37545 1.18334 1.19790
H -4.70332 1.26137 2.88274
H -4.46958 3.53077 2.30326
H -3.34091 3.84750 1.00229
H -2.98124 5.46826 2.56077
H -1.52839 4.39759 2.62454
H -0.76971 5.10870 4.66842
H -1.82142 4.91141 5.91188
H -2.14489 6.24741 4.94058
C -3.74630 -2.02135 -0.20995
O -3.61101 -2.55851 1.05161
C -4.89157 -2.98605 1.62173
C -4.84436 -4.34345 2.27009
O -4.74854 -5.48303 1.38744
C -4.39205 -6.72234 1.91846
H -4.38480 -2.47822 -0.96605
H -2.75848 -2.02976 -0.67063
H -4.18294 -1.02304 -0.23895
H -5.68836 -3.04564 0.88033
H -5.29173 -2.24154 2.30997
H -5.67758 -4.55991 2.93867
H -4.02892 -4.35349 2.99330
H -4.80996 -7.10814 2.84830
H -3.30930 -6.79753 2.01901
H -4.76333 -7.43929 1.18617
C -0.65627 -5.78075 5.71958
O -0.06798 -6.45793 4.63162
C 1.32640 -6.59889 4.68379
C 1.76311 -7.74960 3.70673
O 3.05325 -8.02159 3.88667
C 3.66286 -8.60696 2.66574
H -0.16532 -4.85451 6.01814
H -0.91962 -6.36512 6.60121
H -1.58412 -5.49870 5.22196
H 1.53673 -6.82231 5.72971
H 1.71069 -5.61693 4.40774
H 1.51068 -7.27439 2.75880
H 1.14063 -8.58797 4.01940
H 3.41993 -9.64274 2.42863
H 4.74680 -8.63772 2.77636
H 3.61840 -7.94987 1.79719
C -0.75649 7.04875 -5.18139
O -1.88995 7.71453 -4.59367
C -1.54541 8.86509 -3.86477
C -2.69377 9.29936 -2.83513
O -2.82010 8.61439 -1.58273
C -3.66192 7.45729 -1.48305
H -0.36421 7.50453 -6.09051
H -1.07632 6.10328 -5.61944
H 0.10630 6.95962 -4.52128
H -1.27366 9.71294 -4.49357
H -0.69862 8.56820 -3.24598
H -3.64880 9.13974 -3.33567
H -2.62077 10.37343 -2.66441
H -4.63645 7.91520 -1.31361
H -3.34411 6.81091 -0.66495
H -3.85494 6.89718 -2.39798
C 4.34853 -5.41156 0.19763
O 4.89334 -6.49095 -0.59591
C 3.85866 -7.27782 -1.23686
C 4.46794 -8.46921 -1.84606
O 3.52043 -9.23940 -2.57177
C 3.90726 -10.61157 -2.79488
H 3.59166 -4.72992 -0.19048
H 5.19838 -4.80607 0.51268
H 3.81794 -5.79613 1.06865
H 3.33401 -6.66803 -1.97237
H 3.04178 -7.52829 -0.56005
H 4.91819 -9.13033 -1.10558
H 5.24901 -8.23730 -2.57010
H 3.04112 -11.24816 -2.61417
H 4.71357 -10.95085 -2.14460
H 4.20833 -10.69642 -3.83903
C 0.23978 3.47267 -0.00847
O 0.65445 2.08743 -0.11923
C -0.42261 1.29165 -0.68991
C 0.12504 -0.23618 -0.87973
O 0.75719 -0.70950 0.40259
C -0.05457 -1.51106 1.29268
H 1.11056 3.92959 0.46168
H -0.63175 3.59399 0.63481
H 0.16070 3.88522 -1.01429
H -0.91669 1.66003 -1.58896
H -1.12356 1.36209 0.14184
H 0.76859 -0.42166 -1.73970
H -0.74712 -0.85766 -1.08270
H 0.55253 -1.63510 2.18942
H -0.26517 -2.54072 1.00363
H -0.97957 -0.94886 1.42080
C -4.63509 2.15582 -6.24938
O -4.00481 1.34685 -5.31311
C -4.28172 -0.03565 -5.36056
C -3.76096 -0.84067 -4.19031
O -4.37234 -0.43148 -2.86144
C -3.53645 0.52330 -2.28556
H -4.47555 1.74985 -7.24828
H -4.20526 3.15062 -6.13229
H -5.70633 2.33625 -6.15993
H -3.80310 -0.30509 -6.30206
H -5.35129 -0.15352 -5.53443
H -2.67793 -0.90073 -4.29772
H -4.17983 -1.82036 -4.42027
H -3.43967 1.48977 -2.78019
H -2.61668 0.00015 -2.02388
H -3.80776 0.76212 -1.25723
C -0.45159 0.10608 -5.69579
O 0.23050 0.63901 -4.53835
C 0.56839 1.93285 -4.67133
C 1.36720 2.62923 -3.57202
O 1.30763 4.04874 -3.85876
C 2.12196 4.92695 -3.11390
H -0.05159 0.14993 -6.70879
H -1.43492 0.57513 -5.66182
H -0.56824 -0.95309 -5.46631
H -0.40310 2.42604 -4.70407
H 1.01416 2.02898 -5.66136
H 2.37191 2.20667 -3.58202
H 1.11998 2.37362 -2.54166
H 2.00280 5.98111 -3.36420
H 3.18059 4.70205 -3.24351
H 1.86129 4.70803 -2.07842
C 3.10191 -1.80903 3.89463
O 3.50278 -3.05332 4.44840
C 4.55997 -3.73468 3.75067
C 4.97003 -5.17124 4.12163
O 5.78226 -5.25343 5.31138
C 5.06218 -5.17786 6.48928
H 3.00733 -1.87237 2.81058
H 3.89524 -1.09622 4.11956
H 2.21643 -1.53387 4.46761
H 5.42800 -3.17841 4.10452
H 4.50437 -3.73069 2.66210
H 5.76360 -5.43590 3.42285
H 4.26763 -5.99176 3.97507
H 4.34874 -5.99666 6.39603
H 4.42606 -4.29350 6.52603
H 5.83006 -5.21300 7.26208
C 0.01681 -5.18335 -1.98147
C 0.62804 -6.44284 -1.87019
C 0.08191 -7.31590 -0.98026
C -1.06021 -6.95198 -0.23929
C -1.70720 -5.67845 -0.43683
C -1.18261 -4.73263 -1.31128
H 0.34085 -4.47413 -2.72873
H 1.44354 -6.84663 -2.45183
H 0.54142 -8.28308 -0.83957
H -1.53308 -7.67510 0.40870
H -2.66883 -5.50483 0.02310
H -1.70800 -3.80155 -1.46450
C 7.55967 8.03765 1.36380
C 6.84365 6.85412 1.53619
C 5.76075 6.57348 0.68498
C 5.49825 7.37270 -0.37402
C 6.14031 8.58566 -0.47015
C 7.17934 8.93147 0.39281
H 8.38744 8.28567 2.01162
H 7.14669 6.16143 2.30739
H 5.18198 5.66339 0.74134
H 4.66998 7.09775 -1.01024
H 5.92726 9.23965 -1.30280
H 7.60519 9.92255 0.33987
*
```

Results of the Mulliken charge analysis, in e, for atoms 1 through 4: atom 1 (C): 0.498, atom 2 (N): 1.188, atom 3 (O): -0.627, atom 4 (O): -0.625

---

Q: Look up the gap between HOMO and LUMO of the first one.
A: 7.799 eV